(1)
Computed, not measured: 2 unconnected molecules or ions with the total composition C2H4O4, with wB97M-V/def2-TZVPD.

Results
**SMILES**: O=C=O.COO
**E_HOMO**: -10.33 eV
**ΔE to the lowest compared entry with this formula, charge and spin**: 113.6 kcal/mol

XYZ file:
```
10
C2H4O4 (wB97M-V/def2-TZVPD)
C -0.552 0.424 1.164
C 0.599 -1.662 -0.762
O -0.156 0.379 -0.504
O 1.035 -1.676 0.361
O 0.495 1.570 -0.963
O 0.493 -2.303 -1.739
H 0.042 1.791 -1.788
H 0.353 0.552 1.747
H -1.112 1.354 1.157
H -1.197 -0.429 1.328
```

Results of the Mulliken charge analysis, in e, for atoms 1 through 6:
1. C -0.45
2. C 0.77
3. O -0.31
4. O -0.42
5. O -0.34
6. O -0.38

---

(2)
Computed, not measured: 6 unconnected molecules or ions with the total composition C15H42O9S, with wB97M-V/def2-TZVPD.

Results
**E_HOMO**: -9.73 eV

XYZ file:
```
67
C15H42O9S (wB97M-V/def2-TZVPD)
C 1.356 1.870 3.291
C -0.153 1.658 3.267
C -0.794 1.639 1.876
C -1.572 2.902 1.560
O 0.202 1.329 0.876
S -0.508 0.917 -0.548
O -0.371 2.098 -1.346
O 0.492 -0.215 -1.139
C 1.533 0.255 -2.045
C 2.402 -0.948 -2.398
C 3.904 -0.693 -2.393
C 4.477 -0.046 -3.647
C 3.805 1.236 -4.096
O 3.690 2.250 -3.114
C 4.912 2.636 -2.535
H 1.859 1.463 2.424
H 1.761 1.391 4.174
H 1.621 2.916 3.374
H -0.616 2.455 3.831
H -0.418 0.745 3.786
H -1.522 0.828 1.872
H -0.926 3.675 1.163
H -2.095 3.224 2.448
H -2.317 2.713 0.794
H 2.119 1.006 -1.537
H 1.088 0.665 -2.936
H 2.197 -1.715 -1.656
H 2.057 -1.349 -3.343
H 4.184 -0.150 -1.496
H 4.379 -1.666 -2.314
H 4.447 -0.733 -4.486
H 5.533 0.147 -3.480
H 2.803 0.996 -4.436
H 4.323 1.650 -4.964
H 5.635 2.958 -3.284
H 5.341 1.871 -1.895
H 4.705 3.495 -1.907
C -4.806 3.749 4.233
O -3.495 3.337 4.611
H -4.758 4.094 3.204
H -5.512 2.917 4.294
H -5.158 4.568 4.865
H -3.535 3.031 5.523
C -2.338 -2.285 2.520
O -1.882 -2.570 1.196
H -3.019 -3.076 2.814
H -1.502 -2.265 3.221
H -2.867 -1.326 2.548
H -1.272 -1.870 0.945
C -3.716 -0.401 -2.354
O -4.214 -1.493 -1.589
H -4.393 -0.245 -3.190
H -3.675 0.511 -1.752
H -2.717 -0.627 -2.741
H -3.614 -1.644 -0.849
C -0.268 -5.346 4.594
O -1.537 -4.700 4.565
H 0.350 -4.884 3.829
H 0.217 -5.219 5.566
H -0.364 -6.412 4.374
H -2.090 -5.107 5.240
C -0.757 -2.615 -5.200
O 0.408 -2.955 -4.451
H -0.455 -2.496 -6.238
H -1.509 -3.405 -5.138
H -1.192 -1.677 -4.847
H 0.138 -3.061 -3.532
```

Results of the Mulliken charge analysis, in e, for atoms 1 through 6:
1. C -1.20
2. C -0.58
3. C 0.70
4. C -1.39
5. O -0.34
6. S 0.70

---

(3)
Computed, not measured: C19H40INO in the gas phase, with wB97M-V/def2-TZVPD.

Results
**SMILES**: CCCCCCCCCCCCCCCCCOC[C@@H](N)I
**E_HOMO**: -9.19 eV

XYZ file:
```
62
C19H40INO (wB97M-V/def2-TZVPD)
C 3.310 2.018 -1.797
C 4.796 1.952 -2.124
C 5.641 1.178 -1.114
C 5.587 1.662 0.345
C 5.329 0.541 1.369
C 3.847 0.246 1.691
C 3.593 -1.249 1.972
C 2.901 -2.016 0.850
C 1.418 -1.668 0.663
C 0.822 -2.291 -0.613
C -0.610 -2.824 -0.462
C -1.803 -1.854 -0.571
C -1.683 -0.710 -1.579
C -1.121 0.594 -1.005
C -1.891 1.191 0.181
C -3.409 1.342 -0.013
C -4.228 1.045 1.255
O -5.356 0.218 1.016
C -6.412 0.886 0.388
C -7.702 0.083 0.493
N -7.482 -1.326 0.286
I -8.541 0.323 2.464
H 2.873 1.016 -1.828
H 3.110 2.434 -0.809
H 2.773 2.627 -2.524
H 5.197 2.961 -2.259
H 4.897 1.458 -3.095
H 5.340 0.125 -1.150
H 6.676 1.222 -1.459
H 4.838 2.446 0.478
H 6.543 2.123 0.602
H 5.799 -0.373 1.001
H 5.824 0.828 2.298
H 3.563 0.830 2.568
H 3.219 0.593 0.867
H 4.570 -1.704 2.158
H 3.027 -1.384 2.897
H 2.944 -3.085 1.086
H 3.444 -1.872 -0.091
H 0.871 -2.033 1.535
H 1.313 -0.581 0.631
H 1.442 -3.153 -0.880
H 0.922 -1.586 -1.441
H -0.659 -3.275 0.535
H -0.757 -3.649 -1.162
H -2.669 -2.458 -0.855
H -2.046 -1.465 0.421
H -1.050 -1.014 -2.418
H -2.665 -0.516 -2.013
H -1.031 1.325 -1.812
H -0.102 0.399 -0.657
H -1.676 0.597 1.072
H -1.465 2.178 0.374
H -3.777 0.688 -0.802
H -3.608 2.371 -0.318
H -3.628 0.496 1.980
H -4.571 1.975 1.723
H -6.195 1.052 -0.678
H -6.567 1.869 0.847
H -8.418 0.518 -0.205
H -8.354 -1.833 0.254
H -6.957 -1.492 -0.563
```

Results of the Mulliken charge analysis, in e, for atoms 1 through 6:
1. C -0.84
2. C -0.68
3. C -0.53
4. C -0.94
5. C -0.91
6. C 0.18

---

(4)
Computed, not measured: a molecular structure, C7H15BCl3GeN3OS5Ti, with wB97M-V/def2-TZVPD.

Results
**Total charge**: -1
**Spin multiplicity**: 4
**E_HOMO (alpha / beta)**: -3.76 / -6.20 eV

XYZ file:
```
37
C7H15BCl3GeN3OS5Ti (wB97M-V/def2-TZVPD)
Ti -0.502 -0.494 0.214
S 6.248 3.848 -2.711
C 4.820 3.282 -2.113
S 3.284 4.079 -2.395
C 2.288 2.944 -1.500
C 2.941 1.864 -0.927
S 2.211 0.628 -0.035
S 4.682 1.814 -1.156
S 0.630 3.231 -1.408
N 0.720 -2.001 -0.684
C 0.279 -2.109 -2.069
C 0.336 -0.714 -2.695
N -0.476 0.179 -1.874
H 1.680 -1.644 -0.635
H 0.689 -2.908 -0.217
H -0.767 -2.449 -2.068
H 0.887 -2.816 -2.655
H -0.020 -0.760 -3.735
H 1.375 -0.363 -2.698
H -1.448 0.165 -2.190
H -0.154 1.154 -1.963
C -0.959 2.295 1.864
O -0.839 1.516 0.682
H -0.831 3.353 1.615
H -0.217 2.006 2.618
H -1.966 2.145 2.268
H -0.099 1.910 0.156
Cl -2.953 -0.225 -0.300
Ge -2.880 -1.100 1.860
Cl -4.786 -2.234 1.624
Cl -1.567 -2.736 0.910
B 0.776 0.052 4.531
C 0.515 -0.370 3.077
N 0.235 -0.685 1.990
H -0.176 0.739 4.824
H 0.840 -0.939 5.202
H 1.800 0.676 4.561
```

Results of the Mulliken charge analysis, in e, for atoms 1 through 6:
1. Ti 0.44
2. S -0.25
3. C 0.11
4. S -0.07
5. C 0.24
6. C 0.21

---

(5)
Computed, not measured: 2 unconnected molecules or ions with the total composition C2H6N2O2, with wB97M-V/def2-TZVPD.

Results
**E_HOMO (alpha / beta)**: -8.32 / -8.22 eV
**ΔE to the lowest compared entry with this formula, charge and spin**: 172.8 kcal/mol

XYZ file:
```
12
C2H6N2O2 (wB97M-V/def2-TZVPD)
C -1.436 -0.644 -0.916
C 1.471 -0.313 1.062
N -0.085 1.960 -0.963
N -0.111 -0.213 -0.628
O -0.062 2.294 0.156
O 0.117 -0.081 0.688
H -1.404 -1.618 -1.233
H -2.196 -0.649 0.025
H -1.957 0.169 -1.630
H 1.725 -1.122 1.659
H 1.807 0.500 1.546
H 2.132 -0.284 0.235
```

Results of the Mulliken charge analysis, in e, for atoms 1 through 6:
1. C -0.67
2. C -0.85
3. N 0.16
4. N -0.33
5. O -0.15
6. O -0.10

---

(6)
Computed, not measured: a molecular structure, C10H13NO2W, with wB97M-V/def2-TZVPD.

Results
**Spin multiplicity**: 3
**E_HOMO (alpha / beta)**: -6.92 / -8.63 eV

XYZ file:
```
27
C10H13NO2W (wB97M-V/def2-TZVPD)
C 1.612 0.714 -1.539
C 2.307 0.081 -0.493
C 2.119 0.839 0.697
C 1.242 1.932 0.365
C 0.989 1.854 -1.025
W -0.257 -0.041 -0.387
C 0.211 -2.384 -0.639
C -0.411 -2.630 -1.979
C -0.728 -2.364 -3.252
N -1.637 1.229 -0.865
H 2.563 0.661 1.658
H 2.906 -0.847 -0.567
H 0.962 2.741 1.040
H 0.421 2.617 -1.615
H 1.659 0.423 -2.628
H 1.324 -2.519 -0.566
H -2.147 0.870 -1.935
H -0.296 -2.618 0.348
H -0.593 -3.195 -4.006
H -1.535 -1.598 -3.679
C -1.762 0.343 4.171
O -1.313 0.553 2.795
C -0.610 -0.352 2.108
O -0.059 -1.328 2.715
H -1.252 -0.489 4.669
H -2.845 0.166 4.154
H -1.568 1.279 4.704
```

Results of the Mulliken charge analysis, in e, for atoms 1 through 6:
1. C -0.48
2. C -0.55
3. C -0.50
4. C -0.32
5. C -0.39
6. W 1.07

---

(7)
Computed, not measured: 3 unconnected molecules or ions with the total composition C25H54N2O9P2, with wB97M-V/def2-TZVPD.

Results
**Spin multiplicity**: 3
**E_HOMO (alpha / beta)**: -8.55 / -9.28 eV

XYZ file:
```
92
C25H54N2O9P2 (wB97M-V/def2-TZVPD)
C 5.052 2.793 0.679
C 4.107 1.592 0.305
O 4.734 1.004 -0.851
C 4.063 0.488 1.418
O 2.768 0.123 1.866
C 1.918 -0.236 0.802
O 0.988 -1.188 1.248
C -0.275 -0.609 1.539
C -1.341 -0.986 0.460
O -2.385 -0.004 0.411
C -3.506 -0.632 -0.195
P -4.907 0.533 -0.610
P -5.351 1.777 1.134
O -4.200 1.965 2.075
O -6.656 1.143 1.961
O -5.894 3.244 0.501
H 4.427 3.688 0.834
H 5.672 2.552 1.560
H 5.763 2.954 -0.153
H 3.126 2.038 0.066
H 4.212 0.253 -1.137
H 4.656 -0.393 1.092
H 4.601 0.892 2.298
H 2.464 -0.709 -0.045
H 1.422 0.690 0.437
H -0.612 -1.045 2.500
H -0.249 0.485 1.696
H -1.803 -1.938 0.792
H -0.867 -1.070 -0.540
H -3.142 -1.142 -1.117
H -3.951 -1.433 0.437
H -4.494 1.479 -1.598
H -7.120 1.862 2.404
H -6.788 3.055 0.190
C -7.368 -1.615 5.923
C -6.775 -2.038 4.550
C -7.863 -2.058 3.457
C -8.736 -3.310 3.417
C -7.890 -4.578 3.499
C -6.949 -4.559 4.709
N -6.090 -3.347 4.719
O -5.198 -3.474 3.766
C -7.800 -4.650 5.993
C -6.105 -5.840 4.729
C -5.804 -0.904 4.179
H -7.015 -2.253 6.733
H -7.061 -0.608 6.207
H -8.460 -1.633 5.929
H -7.383 -1.965 2.477
H -8.502 -1.179 3.562
H -9.475 -3.286 4.224
H -9.310 -3.322 2.487
H -8.542 -5.453 3.545
H -7.309 -4.678 2.576
H -7.168 -4.633 6.883
H -8.358 -5.589 6.006
H -8.540 -3.859 6.088
H -5.516 -5.967 3.820
H -6.749 -6.717 4.813
H -5.420 -5.845 5.579
H -4.968 -0.853 4.879
H -6.317 0.055 4.205
H -5.403 -1.012 3.172
C 6.829 1.667 -3.380
C 7.099 2.993 -4.145
C 5.852 3.443 -4.933
C 5.640 2.759 -6.281
C 6.930 2.726 -7.094
C 8.089 2.111 -6.302
N 8.297 2.804 -5.005
O 8.820 3.982 -5.253
C 7.796 0.610 -6.093
C 9.365 2.128 -7.154
C 7.319 4.042 -3.042
H 7.651 0.958 -3.489
H 6.740 1.822 -2.306
H 5.912 1.176 -3.710
H 5.920 4.520 -5.122
H 4.961 3.303 -4.315
H 5.247 1.748 -6.138
H 4.874 3.299 -6.844
H 6.768 2.167 -8.018
H 7.185 3.747 -7.397
H 8.596 0.132 -5.524
H 7.732 0.104 -7.057
H 6.856 0.412 -5.585
H 9.643 3.133 -7.471
H 9.223 1.538 -8.061
H 10.207 1.701 -6.606
H 8.220 3.825 -2.464
H 6.471 4.041 -2.355
H 7.400 5.054 -3.440
```

Results of the Mulliken charge analysis, in e, for atoms 1 through 6:
1. C -1.08
2. C 0.62
3. O -0.43
4. C -0.52
5. O -0.39
6. C -0.11

---

(8)
Computed, not measured: a molecular structure, CH2O4S, with wB97M-V/def2-TZVPD.

Results
**E_HOMO**: -11.02 eV
**ΔE to the lowest compared entry with this formula, charge and spin**: 21.7 kcal/mol

XYZ file:
```
8
CH2O4S (wB97M-V/def2-TZVPD)
C -0.522 0.808 0.822
O 0.858 -0.681 -1.685
O 0.771 0.873 0.365
O -0.097 -1.330 0.505
O -1.460 1.022 0.130
S 1.080 -0.732 -0.075
H -0.570 0.637 1.906
H -0.060 -0.597 -1.966
```

Results of the Mulliken charge analysis, in e, for atoms 1 through 6:
1. C 0.23
2. O -0.42
3. O -0.29
4. O -0.50
5. O -0.41
6. S 0.72

---

(9)
Computed, not measured: a gas-phase ion, C7H10NO3S (charge -1), with wB97M-V/def2-TZVPD.

Results
**SMILES**: C=C=[N+]([O-])C(=C)CC=[S@](C)(=O)[O-]
**Total charge**: -1
**E_HOMO**: -3.46 eV
**ΔE to the lowest compared entry with this formula, charge and spin**: 178.6 kcal/mol

XYZ file:
```
22
C7H10NO3S (wB97M-V/def2-TZVPD)
C -1.695 -0.799 -0.172
C -1.911 1.577 0.066
C -2.252 -1.880 -0.722
C -1.311 2.769 0.121
C -0.321 -0.715 0.245
C 0.615 -0.254 -0.917
C 3.116 -0.733 0.753
N -2.526 0.440 0.063
O -3.784 0.327 -0.069
O 1.539 1.445 0.731
O 2.945 0.902 -1.216
S 1.996 0.423 -0.222
H -3.333 -1.949 -0.697
H -1.482 -2.579 -0.907
H -1.174 3.229 1.154
H -0.898 3.288 -0.806
H -0.314 0.032 1.009
H 0.015 -1.779 0.625
H 0.648 -1.054 -1.748
H 2.992 -1.805 0.285
H 4.037 -0.245 0.548
H 3.098 -0.640 1.876
```

Results of the Mulliken charge analysis, in e, for atoms 1 through 6:
1. C 0.13
2. C 0.40
3. C -0.95
4. C -0.61
5. C -0.91
6. C -0.57

---

(10)
Computed, not measured: a molecular structure, C22H23AsF6N2O4Ru, with wB97M-V/def2-TZVPD.

Results
**Total charge**: +1
**Spin multiplicity**: 6
**E_HOMO (alpha / beta)**: -11.37 / -12.11 eV

XYZ file:
```
59
C22H23AsF6N2O4Ru (wB97M-V/def2-TZVPD)
Ru 0.405 0.772 -0.878
C 4.395 1.670 -1.661
C 2.854 1.842 -1.607
O 2.117 0.815 -1.867
C 2.458 3.184 -1.420
C 1.149 3.569 -1.206
C 0.841 5.037 -0.978
N 0.159 2.630 -1.205
N -1.077 3.111 -1.121
C -1.953 2.134 -0.766
O -1.463 0.937 -0.426
C -3.369 2.353 -0.723
C -3.888 3.630 -0.899
C -5.288 3.741 -1.185
C -6.148 2.666 -1.201
C -5.578 1.403 -1.029
C -4.252 1.271 -0.689
H 4.764 0.798 -2.171
H 4.802 1.546 -0.613
H 4.849 2.566 -2.127
H 3.217 3.886 -1.086
H 1.448 5.600 -1.736
H 1.155 5.381 -0.002
H -0.213 5.223 -0.981
H -3.241 4.503 -0.867
H -5.661 4.736 -1.511
H -7.215 2.890 -1.384
H -6.237 0.516 -1.093
H -3.939 0.233 -0.396
F 0.699 2.147 1.461
As 2.277 2.201 2.430
F 1.837 0.607 3.248
F 1.452 3.027 3.745
F 3.889 2.073 3.214
F 2.630 3.720 1.650
F 2.897 1.212 1.143
C 0.298 -7.135 1.635
C 0.444 -5.702 1.192
C -0.614 -5.180 0.378
C -0.626 -3.903 -0.087
C -1.819 -3.366 -0.790
C 0.488 -3.049 0.260
C 1.533 -3.497 1.205
C 2.584 -2.586 1.610
C 1.477 -4.849 1.640
C 0.505 -1.645 -0.246
O 1.208 -0.791 0.401
O -0.027 -1.288 -1.384
H -0.566 -7.645 1.124
H 0.049 -7.155 2.700
H 1.182 -7.788 1.442
H -1.233 -5.975 0.043
H -2.095 -2.463 -0.237
H -2.629 -4.103 -0.635
H -1.836 -3.175 -1.882
H 2.263 -1.718 2.279
H 3.155 -2.204 0.758
H 3.333 -3.135 2.150
H 2.152 -5.278 2.381
```

Results of the Mulliken charge analysis, in e, for atoms 1 through 6:
1. Ru 0.76
2. C -1.38
3. C 1.17
4. O -0.65
5. C -0.83
6. C 0.94

---

(11)
Computed, not measured: a molecular structure, C32H46CaGeNO7PTe, with wB97M-V/def2-TZVPD.

Results
**Total charge**: -2
**E_HOMO**: 0.10 eV
**ΔE to the lowest compared entry with this formula, charge and spin**: 4.2 kcal/mol

XYZ file:
```
90
C32H46CaGeNO7PTe (wB97M-V/def2-TZVPD)
Ca -1.841 -0.030 -0.822
N -0.242 1.192 2.445
C -0.396 1.595 1.155
O 0.145 0.942 0.236
C -1.306 2.748 0.907
C -2.626 1.973 0.721
H -0.159 0.179 2.571
H -0.901 1.613 3.082
H -1.022 3.225 -0.026
H -1.249 3.492 1.719
H -3.314 2.536 0.083
H -3.100 1.803 1.698
C -2.352 4.060 -5.231
Te -2.680 2.110 -3.792
C -0.993 1.395 -4.937
H -2.512 3.826 -6.292
H -1.344 4.488 -5.125
H -3.085 4.823 -4.932
H -0.349 2.228 -5.229
H -1.336 0.873 -5.831
H -0.470 0.680 -4.300
O 0.304 -0.775 -1.958
O -2.542 0.311 -2.793
C 1.402 -0.400 -2.267
Ge 2.635 0.957 -1.423
C 3.893 1.138 -2.938
C 5.282 1.157 -2.824
C 6.091 1.385 -3.931
C 5.520 1.602 -5.177
C 4.137 1.595 -5.309
C 3.336 1.366 -4.199
C 2.064 2.773 -1.076
C 1.014 3.312 -1.812
C 0.638 4.639 -1.645
C 1.316 5.437 -0.736
C 2.361 4.907 0.011
C 2.736 3.582 -0.161
C 3.590 0.083 0.042
C 3.324 0.379 1.378
C 3.979 -0.297 2.398
C 4.909 -1.284 2.100
C 5.179 -1.595 0.775
C 4.523 -0.914 -0.242
H 1.914 -0.938 -3.102
H 5.744 0.997 -1.856
H 7.169 1.399 -3.819
H 6.148 1.783 -6.040
H 3.680 1.776 -6.274
H 2.256 1.384 -4.324
H 0.428 2.706 -2.493
H -0.212 5.006 -2.208
H 1.017 6.469 -0.592
H 2.881 5.524 0.735
H 3.554 3.179 0.428
H 2.574 1.115 1.632
H 3.740 -0.064 3.429
H 5.409 -1.820 2.898
H 5.893 -2.373 0.532
H 4.741 -1.172 -1.274
C -5.369 -1.552 3.638
C -4.571 -1.885 2.382
C -4.910 -3.291 1.898
C -4.858 -0.856 1.294
O -3.201 -1.808 2.823
P -1.895 -2.230 1.967
O -0.728 -1.677 2.704
O -2.128 -1.963 0.514
O -1.894 -3.855 2.078
C -1.370 -4.597 3.186
C -1.844 -4.035 4.524
C 0.154 -4.609 3.115
C -1.919 -6.006 2.990
H -6.441 -1.587 3.430
H -5.110 -0.550 3.985
H -5.137 -2.265 4.432
H -5.968 -3.337 1.628
H -4.713 -4.026 2.682
H -4.312 -3.547 1.025
H -5.939 -0.741 1.174
H -4.441 -1.172 0.340
H -4.422 0.109 1.551
H -1.467 -3.023 4.667
H -1.482 -4.673 5.335
H -2.934 -4.005 4.559
H 0.535 -3.594 3.209
H 0.474 -5.013 2.152
H 0.565 -5.235 3.913
H -3.010 -5.992 3.026
H -1.547 -6.675 3.770
H -1.613 -6.391 2.017
```

Results of the Mulliken charge analysis, in e, for atoms 1 through 6:
1. Ca 1.45
2. N -0.32
3. C 0.14
4. O 0.24
5. C 0.31
6. C -1.30

---

Which max |F| belongs to each record? In order, 5.81; 1.08; 0.46; 3.67; 6.17; 5.90; 3.36; 2.13; 2.88; 3.09; 0.55 eV Å⁻¹.
Which DFT total energy belongs to each record? In order, -10324.4737; -45495.0208; -31989.6332; -186078.3272; -9239.8258; -17982.7075; -66781.5071; -20093.2981; -25883.0110; -114074.7208; -141294.3392 eV.